Here is a 2-piece molecular cluster, C3H10OS2 overall at a distorted geometry from the OMol25 dataset. Energies are from ωB97M-V/def2-TZVPD.

Cartesian coordinates (Å):
C1 -0.78 1.91 2.23
S1 -2.03 2.34 1.05
S2 -0.96 2.46 -0.70
H1 -1.15 2.17 3.21
H2 0.24 2.20 1.96
H3 -0.64 0.81 2.18
H4 -0.23 3.55 -0.37
C2 0.58 -1.20 -0.96
O1 -0.19 -1.61 0.20
C3 1.07 -2.45 -1.66
H5 -0.13 -0.68 -1.59
H6 1.35 -0.51 -0.61
H7 -0.49 -0.78 0.60
H8 1.34 -2.23 -2.67
H9 1.83 -2.93 -1.07
H10 0.18 -3.06 -1.79

HOMO-LUMO gap (spin up / spin down), eV: 8.140 / 4.372
Relative energy (zero: lowest compared OMol25 entry of this formula, charge and spin), kJ/mol: 149.8
HOMO level (spin up / spin down), eV: -13.468 / -13.448
Charge: +1
Multiplicity: 2
LUMO energy (spin up / spin down), eV: -5.33 / -9.08
<S²>: 0.755